Formula: C40H52BClN8O5Re
Source: the OMol25 dataset
Level of theory: ωB97M-V/def2-TZVPD

HOMO-LUMO gap (spin up / spin down): 6.481 / 6.430 eV
<S²>: 0.77
energy above the lowest of the compared OMol25 structures with the same formula, charge and spin: 33.4 kcal/mol
spin multiplicity: 2

Cartesian coordinates (Å):
1 Re 0.1538 -0.1100 0.0625
2 C -0.6386 3.8205 -3.6494
3 C 0.1836 2.7399 -3.0263
4 C 1.3752 2.2345 -3.4812
5 C 1.7610 1.2321 -2.5857
6 N 0.8246 1.1456 -1.6110
7 N -0.1324 2.0808 -1.9053
8 B -1.3811 2.3698 -1.0557
9 N -2.3671 1.2163 -0.9153
10 N -2.0920 0.1700 -0.0899
11 C -3.2293 -0.5558 0.0069
12 C -4.2132 0.0637 -0.7705
13 C -3.6262 1.1711 -1.3446
14 C -4.2303 2.1666 -2.2777
15 C -3.5340 -1.7424 0.9112
16 C -3.6440 -1.2052 2.3488
17 C -2.4968 -2.8760 0.8503
18 C -4.8887 -2.3418 0.5075
19 N -0.9486 2.7047 0.3665
20 N 0.0746 2.0293 0.9497
21 C 0.4367 2.7637 2.0318
22 C -0.4128 3.8660 2.1361
23 C -1.2750 3.7948 1.0630
24 C -2.4076 4.6924 0.6868
25 C 1.6164 2.5222 2.9451
26 C 1.8759 3.7687 3.7998
27 C 2.8720 2.2857 2.0991
28 C 1.2879 1.3596 3.8840
29 C 3.0480 0.4669 -2.8688
30 C 2.8962 -0.2061 -4.2450
31 C 4.1956 1.4890 -2.9225
32 C 3.4315 -0.5893 -1.8558
33 H -0.1730 4.1149 -4.5884
34 H -0.7037 4.6979 -3.0056
35 H -1.6537 3.4816 -3.8568
36 H 1.8958 2.5502 -4.3692
37 H -1.9299 3.3102 -1.5409
38 H -5.2288 -0.2523 -0.9210
39 H -5.2807 1.9259 -2.4303
40 H -3.7265 2.1485 -3.2458
41 H -4.1629 3.1833 -1.8900
42 H -2.7098 -0.7300 2.6503
43 H -3.8571 -2.0219 3.0424
44 H -4.4452 -0.4659 2.4199
45 H -1.7864 -2.7863 1.6612
46 H -2.9893 -3.8426 0.9640
47 H -1.9605 -2.8861 -0.1000
48 H -5.7067 -1.6291 0.6217
49 H -5.1045 -3.1930 1.1541
50 H -4.8703 -2.6922 -0.5270
51 H -0.3989 4.6311 2.8919
52 H -2.6809 5.3092 1.5409
53 H -3.2770 4.1099 0.3829
54 H -2.1384 5.3537 -0.1388
55 H 2.0279 4.6533 3.1781
56 H 2.7799 3.6082 4.3899
57 H 1.0542 3.9610 4.4928
58 H 2.7327 1.4884 1.3774
59 H 3.7165 2.0311 2.7417
60 H 3.1183 3.1966 1.5459
61 H 0.4242 1.6186 4.5028
62 H 2.1325 1.1410 4.5405
63 H 1.0565 0.4549 3.3338
64 H 2.7033 0.5221 -5.0334
65 H 2.0736 -0.9236 -4.2372
66 H 3.8169 -0.7404 -4.4916
67 H 4.0349 2.2459 -3.6904
68 H 5.1328 0.9734 -3.1439
69 H 4.3020 1.9942 -1.9600
70 H 2.6635 -1.3531 -1.7443
71 H 3.6019 -0.1325 -0.8903
72 H 4.3535 -1.0755 -2.1859
73 O -0.7145 -1.3314 4.3296
74 C -0.2003 -2.5757 4.2215
75 C -0.1895 -3.3469 5.3820
76 C 0.3175 -4.6282 5.3672
77 C 0.8281 -5.1730 4.1912
78 C 0.8067 -4.4215 3.0352
79 C 0.2902 -3.1225 3.0230
80 C 0.2679 -2.3663 1.7541
81 O -0.2502 -1.1407 1.7345
82 N 0.6679 -2.9277 0.6733
83 N 0.4134 -2.1260 -0.4388
84 C 0.5252 -2.8165 -1.5446
85 C 0.1590 -2.4594 -2.8395
86 C 0.4381 -3.3425 -3.9182
87 C 0.0282 -3.0551 -5.1811
88 C -0.7068 -1.8617 -5.4145
89 C -1.0136 -1.0052 -4.4002
90 C -0.5955 -1.2761 -3.0575
91 O -0.9224 -0.4965 -2.1088
92 H -0.5374 -0.8514 3.5047
93 H -0.5828 -2.9081 6.2901
94 H 0.3209 -5.2135 6.2783
95 H 1.2305 -6.1771 4.1809
96 H 1.1867 -4.8242 2.1057
97 H 0.9278 -3.8150 -1.3946
98 H 0.9902 -4.2538 -3.7127
99 H 0.2480 -3.7240 -6.0023
100 H -1.0375 -1.6330 -6.4205
101 H -1.5864 -0.1002 -4.5620
102 Cl 5.3112 -0.2911 2.4029
103 C 4.1749 -1.3048 1.4710
104 C 2.7268 -0.8995 1.7595
105 O 2.2871 -1.0783 2.8675
106 O 2.1042 -0.4215 0.7044
107 H 4.3077 -2.3287 1.8079
108 H 4.4265 -1.2104 0.4250

Cartesian forces (eV/Å) of the 2 atoms listed first:
-0.587 -1.468 -1.257
0.010 -0.058 0.046

Formula: C3H5N3O
Source: the OMol25 dataset
Level of theory: ωB97M-V/def2-TZVPD

HOMO-LUMO gap: 9.070 eV
energy above the lowest of the compared OMol25 structures with the same formula, charge and spin: 63.4 kcal/mol
SMILES: [H]/N=C/N/C(C=O)=N/[H]
spin multiplicity: 1

Cartesian coordinates (Å):
1 H -3.2580 -0.2181 0.1984
2 N -2.3460 0.1949 0.3074
3 C -1.5543 -0.7922 -0.0640
4 N -0.1404 -0.5997 -0.1791
5 C 0.5539 0.5141 -0.0441
6 C 2.0961 0.2007 -0.0287
7 O 2.3659 -1.0050 0.2777
8 N 0.1073 1.7456 0.0066
9 H 0.9830 2.1840 0.1433
10 H -1.9938 -1.8417 -0.4302
11 H 0.3990 -1.3948 -0.0001
12 H 2.7873 1.0121 -0.1872

Cartesian forces (eV/Å) of the 2 atoms listed first:
-0.789 0.174 0.215
2.302 -2.917 -1.149

Formula: C64H59F6HfN2O4P2S2
Source: the OMol25 dataset
Level of theory: ωB97M-V/def2-TZVPD

HOMO-LUMO gap: 7.544 eV
charge: +3
spin multiplicity: 1

Cartesian coordinates (Å):
1 Hf 0.0111 -0.2608 -0.0837
2 O 1.9906 -0.0369 0.1713
3 S 2.9926 -1.0282 -0.5264
4 C 3.9719 -1.5935 0.8302
5 C 5.1888 -2.0700 0.3745
6 C 6.1500 -2.6424 1.2050
7 C 5.8395 -2.7213 2.5314
8 C 6.6858 -3.2206 3.6657
9 C 5.7536 -3.1875 4.8910
10 C 4.4868 -2.5641 4.3835
11 C 3.3355 -2.2776 5.0512
12 C 2.2737 -1.7843 4.2903
13 C 2.2918 -1.5084 2.9246
14 P 0.5616 -1.0239 2.5084
15 C -0.4561 -2.3984 3.1472
16 C 0.0831 -3.6750 3.3006
17 C -0.7189 -4.7203 3.7380
18 C -2.0593 -4.5082 4.0215
19 C -2.6020 -3.2399 3.8681
20 C -1.8075 -2.1910 3.4309
21 C 0.1615 0.4634 3.4739
22 C 1.0156 1.0461 4.4064
23 C 0.6515 2.2208 5.0483
24 C -0.5639 2.8264 4.7694
25 C -1.4146 2.2638 3.8275
26 C -1.0456 1.1003 3.1733
27 C 3.5290 -1.7484 2.1991
28 C 4.5693 -2.3037 2.9957
29 C 3.9127 0.0275 -1.5493
30 C 5.0204 0.7042 -1.0655
31 C 5.7551 1.5878 -1.8572
32 C 5.3407 1.7714 -3.1539
33 C 5.9099 2.6431 -4.2369
34 C 5.0168 2.3800 -5.4728
35 C 3.9362 1.4627 -4.9725
36 C 2.8293 0.9513 -5.5860
37 C 1.9763 0.1310 -4.8289
38 C 2.1888 -0.2314 -3.5064
39 P 0.8086 -1.1830 -2.7426
40 C 1.2420 -2.9331 -2.9413
41 C 2.5761 -3.3170 -3.0605
42 C 2.9078 -4.6555 -3.2213
43 C 1.9091 -5.6153 -3.2835
44 C 0.5761 -5.2385 -3.1709
45 C 0.2437 -3.9068 -2.9919
46 C -0.6432 -0.9233 -3.7952
47 C -0.9391 -1.7237 -4.8990
48 C -2.0501 -1.4443 -5.6812
49 C -2.8635 -0.3597 -5.3803
50 C -2.5655 0.4503 -4.2931
51 C -1.4660 0.1622 -3.4986
52 C 3.3861 0.2425 -2.8664
53 C 4.1881 1.1118 -3.6299
54 H 5.4215 -1.9712 -0.6797
55 H 7.0944 -2.9807 0.8034
56 H 7.5478 -2.5636 3.7952
57 H 7.0797 -4.2158 3.4598
58 H 6.1693 -2.6214 5.7245
59 H 5.5445 -4.1904 5.2673
60 H 3.2138 -2.4504 6.1114
61 H 1.3467 -1.6255 4.8300
62 H 1.1303 -3.8600 3.0945
63 H -0.2847 -5.7026 3.8744
64 H -2.6753 -5.3219 4.3800
65 H -3.6392 -3.0611 4.1184
66 H -2.2389 -1.2027 3.3615
67 H 1.9761 0.6043 4.6282
68 H 1.3242 2.6649 5.7688
69 H -0.8439 3.7393 5.2769
70 H -2.3622 2.7355 3.6010
71 H -1.7033 0.7017 2.4047
72 H 5.3328 0.5279 -0.0446
73 H 6.6178 2.0958 -1.4502
74 H 6.9598 2.4127 -4.4187
75 H 5.8713 3.6881 -3.9240
76 H 5.5755 1.8955 -6.2753
77 H 4.6011 3.2968 -5.8904
78 H 2.5811 1.1770 -6.6138
79 H 1.0776 -0.2141 -5.3223
80 H 3.3634 -2.5740 -3.0701
81 H 3.9448 -4.9424 -3.3302
82 H 2.1655 -6.6540 -3.4444
83 H -0.2061 -5.9830 -3.2438
84 H -0.8003 -3.6247 -2.9285
85 H -0.3005 -2.5576 -5.1597
86 H -2.2737 -2.0675 -6.5359
87 H -3.7215 -0.1398 -6.0007
88 H -3.1785 1.3168 -4.0804
89 H -1.2217 0.8233 -2.6728
90 C -1.0304 3.9851 0.1722
91 C 0.0046 2.9535 -0.2517
92 O -0.5114 1.6553 -0.0896
93 C 1.3145 3.1329 0.5753
94 F 2.4156 2.8306 -0.1290
95 F 1.2892 2.3151 1.6335
96 F 1.4482 4.3761 1.0166
97 C 0.3296 3.1037 -1.7478
98 F 1.0304 4.1954 -2.0111
99 F -0.8015 3.1484 -2.4690
100 F 1.0225 2.0314 -2.1875
101 H -1.2031 3.8953 1.2442
102 H -1.9580 3.7979 -0.3623
103 H -0.6979 4.9988 -0.0405
104 C -3.7591 1.3609 -0.7440
105 S -3.5146 -0.4043 -0.7089
106 C -4.5108 -0.8184 0.7109
107 O -2.0709 -0.5760 -0.1829
108 H -4.8118 1.5490 -0.9555
109 H -3.1408 1.7615 -1.5453
110 H -3.4637 1.7800 0.2162
111 H -5.5552 -0.6830 0.4283
112 H -4.2475 -0.1789 1.5512
113 H -4.3327 -1.8654 0.9486
114 C 3.6888 -7.4915 2.7628
115 C 3.8756 -7.1675 1.2895
116 N 2.6396 -6.6865 0.6520
117 C 2.0025 -7.5806 -0.3130
118 C 1.3549 -8.7949 0.3326
119 C 2.2719 -5.4298 0.9288
120 O 2.9519 -4.6745 1.6236
121 C 0.9483 -4.8684 0.4521
122 C -0.2721 -5.5217 0.4221
123 C -1.4138 -4.7762 0.1672
124 C -1.3052 -3.4170 -0.0366
125 N -0.1333 -2.7564 -0.0057
126 C 0.9525 -3.4972 0.2395
127 H 4.6226 -7.8646 3.1817
128 H 2.9287 -8.2594 2.9057
129 H 3.3968 -6.6006 3.3175
130 H 4.1922 -8.0509 0.7362
131 H 4.6417 -6.4019 1.1620
132 H 2.7771 -7.9039 -1.0134
133 H 1.2884 -7.0100 -0.9040
134 H 2.0924 -9.4079 0.8492
135 H 0.8844 -9.4189 -0.4266
136 H 0.5962 -8.5083 1.0631
137 H -0.3544 -6.5785 0.6333
138 H -2.3895 -5.2400 0.1474
139 H -2.1852 -2.8298 -0.2276
140 H 1.9067 -2.9999 0.3268

Cartesian forces (eV/Å) of the 2 atoms listed first:
-0.868 -0.353 -0.006
-0.015 0.064 0.038

Formula: C2Cl4N2O4
Source: the OMol25 dataset
Level of theory: ωB97M-V/def2-TZVPD

HOMO-LUMO gap (spin up / spin down): 6.835 / 7.048 eV
energy above the lowest of the compared OMol25 structures with the same formula, charge and spin: 34.6 kcal/mol
spin multiplicity: 1

Cartesian coordinates (Å):
1 C -0.5555 0.4691 0.0452
2 C 1.9673 0.0243 -0.1311
3 N -1.1028 -0.6620 -0.6877
4 N -0.2778 0.4821 1.4331
5 O -0.9536 -1.7480 -0.2398
6 O -0.2531 1.5540 2.0328
7 O -1.6816 -0.3276 -1.6980
8 O -0.1316 -0.5941 2.0455
9 Cl -0.7353 2.0615 -0.6007
10 Cl 1.9155 -1.3213 0.8947
11 Cl 2.7123 1.5023 0.2995
12 Cl 2.0190 -0.3320 -1.8500

Cartesian forces (eV/Å) of the 2 atoms listed first:
2.396 1.792 -0.041
-0.940 -0.726 -0.833